Entry 1:
DFT (ωB97M-V/def2-TZVPD) results for a molecular structure, C21H14CoF5N2S3Se.

Summary:
- Net charge: -2
- LUMO level (spin up / spin down): 0.154 / 0.154 Eh
- 2S+1: 3

CARTESIAN COORDINATES (ANGSTROEM)
1 Co 0.1086 0.3522 -0.2968
2 C 3.5640 0.0684 -1.5699
3 C 3.8143 -0.5323 -0.1867
4 C 4.6568 -1.8077 -0.2878
5 C 2.5266 -0.7969 0.5603
6 C 1.4434 -1.4388 -0.0677
7 C 0.2399 -1.6626 0.6149
8 C 0.0876 -1.2068 1.9390
9 C -1.2270 -1.3942 2.6419
10 C 1.1643 -0.5817 2.5479
11 C 2.3723 -0.3918 1.8738
12 H 4.5138 0.3446 -2.0362
13 H 2.9423 0.9603 -1.4899
14 H 3.0584 -0.6373 -2.2329
15 H 4.3677 0.2075 0.3992
16 H 4.1173 -2.5744 -0.8496
17 H 4.8812 -2.2120 0.7017
18 H 5.5997 -1.6089 -0.8048
19 H 1.5409 -1.8021 -1.0830
20 H -0.5712 -2.1948 0.1330
21 H -2.0377 -1.0165 2.0155
22 H -1.2402 -0.8692 3.5974
23 H -1.4190 -2.4546 2.8267
24 H 1.0529 -0.2015 3.5575
25 H 3.1771 0.1433 2.3644
26 S -2.4017 0.1260 -0.6278
27 C -1.9615 -0.3336 -2.2311
28 S -0.3411 -0.0385 -2.7162
29 C -2.8956 -0.9236 -3.1041
30 C -2.5544 -1.3209 -4.4246
31 N -2.3115 -1.6843 -5.4956
32 C -4.2401 -1.1808 -2.7279
33 N -5.3424 -1.4228 -2.4732
34 S 2.0494 2.9263 0.4926
35 C 0.6024 2.2348 0.1512
36 F 1.5119 8.6130 1.6278
37 C 0.9272 7.4500 1.2996
38 C 0.6144 7.1783 -0.0169
39 F 0.9050 8.0901 -0.9616
40 C 0.0099 5.9793 -0.3415
41 F -0.2650 5.7633 -1.6298
42 C -0.3215 5.0310 0.6143
43 Se -1.0016 3.2884 0.1245
44 C 0.0190 5.3316 1.9276
45 F -0.2496 4.4688 2.9139
46 C 0.6317 6.5202 2.2766
47 F 0.9523 6.7911 3.5549

Entry 2:
DFT (ωB97M-V/def2-TZVPD) results for a single C3H5NO3 molecule.

Summary:
- Net charge: 0
- LUMO level: 0.030 Eh
- Energy above the lowest of the compared OMol25 structures with the same formula, charge and spin: 33.6 kcal per mole

CARTESIAN COORDINATES (ANGSTROEM)
1 N 0.0180 -1.4658 -0.0915
2 C -1.0182 0.7174 0.2859
3 O -2.0607 0.7260 0.8630
4 C 0.3864 1.1089 0.7488
5 O 1.2408 0.4918 -0.2050
6 C 0.3796 -0.3506 -0.9172
7 O -0.8505 0.3447 -1.0385
8 H -0.7691 -1.9825 -0.4608
9 H 0.7568 -2.0329 0.2904
10 H 0.4856 2.1954 0.6672
11 H 0.6165 0.7780 1.7632
12 H 0.8149 -0.5304 -1.9055